23
Properties=species:S:1:pos:R:3:forces:R:3 method="wB97M-V/def2-TZVPD" e_tot_ev=-15654.5892 total_charge=-1 gap_ev=7.58 e_homo_ha=-0.156 largest_force_ha_per_bohr=0.0853
O 0.07643 1.46377 0.97952 0.7036 1.1160 1.6006
O -0.47894 2.42781 -1.00634 1.0280 0.2831 -3.1376
O -0.17410 1.83299 -3.21268 -0.7997 0.2630 0.6810
C 1.78129 2.44387 -2.03993 -1.7993 -1.6068 -3.2194
C -0.69355 -1.71708 2.30364 0.8165 2.2155 -2.0786
C 0.19617 -1.95719 0.11134 0.9413 0.4126 -1.5393
C -0.72042 -3.98459 1.24024 -2.0859 1.5744 1.3107
C -0.52137 -0.33068 2.27308 -0.1221 -1.0324 -1.1349
C -0.39611 -2.52339 1.18336 -0.7501 -0.7346 1.8844
C 0.39236 -0.60022 -0.02618 0.2808 -0.8696 -1.6869
C 0.20130 2.21614 -2.09737 0.8357 -0.5632 -0.0924
C -0.05392 0.16795 1.02430 0.5250 2.0498 1.0728
H 2.06952 2.82640 -3.04899 -0.1515 -0.3260 0.7845
H 2.39030 1.57851 -1.82188 -0.1448 -0.4072 0.2007
H -1.03562 -2.05830 3.19880 -1.0943 -1.7050 2.2468
H 0.16685 1.89613 0.04344 -0.8693 -0.0412 0.1271
H -1.64413 -4.27662 0.75850 -1.0339 0.6204 -0.0347
H 0.83081 -0.26167 -1.04393 -0.8287 0.0155 2.2457
H 1.88812 3.15845 -1.35793 1.1117 2.9962 3.0023
H -0.12648 -4.56724 0.65815 2.7920 -1.8497 -0.9125
H -0.86385 -4.23314 2.28849 0.4858 -0.7357 -0.0006
H -0.80202 0.38500 3.09787 0.4799 -0.9959 -1.0973
H 0.62491 -2.53300 -0.69146 -0.3204 -0.6793 -0.2224

83
Properties=species:S:1:pos:R:3:forces:R:3 method="wB97M-V/def2-TZVPD" e_tot_ev=-63054.8977 total_charge=0 gap_ev=3.80 e_homo_ha=-0.225 largest_force_ha_per_bohr=0.0662
S -0.78935 -0.01990 1.46293 -2.3442 0.5436 -2.4063
O -0.86629 0.78551 2.66192 0.9781 0.1024 1.0240
O 0.48078 -0.34040 0.85269 1.2395 -0.4053 0.8190
O -3.60574 2.06119 -0.05656 0.7267 0.6195 -0.0300
N 4.09603 2.82326 6.46683 -0.5146 0.1477 -0.3318
N 3.83172 -5.05232 0.52538 -0.4031 0.6927 -0.4145
C 3.37108 -2.73013 1.01560 0.0327 0.2462 0.1252
C 1.34687 1.12435 4.65731 -0.1045 -0.1554 -0.1699
C -0.19954 3.14119 0.55994 -0.0946 0.0605 0.1203
C 3.99484 0.64951 5.36255 -0.0676 -0.0059 0.3810
C 1.19053 -1.13705 3.61500 1.0938 -1.1272 0.8147
C 6.02494 2.08922 10.13577 -0.0607 0.0312 -0.2578
C 1.80689 -2.12263 2.78603 0.1924 0.1073 0.1103
C 0.51768 4.27729 0.94103 -0.3376 0.0153 0.1604
C 5.63213 -6.48548 1.28414 -0.3651 0.0647 0.2918
C 3.38297 1.87077 5.72369 0.1956 -0.2025 -0.4111
C -2.88759 -3.95667 2.48968 0.0947 0.0177 -0.0348
C -2.42623 1.90876 0.30485 -0.3900 -1.3211 0.1175
C 4.62487 2.15294 10.06703 0.2467 -0.1967 -0.0790
C -1.57335 -1.58054 1.86901 -0.2586 -0.2162 0.0040
C -2.37539 -1.65652 3.00911 0.1770 -0.1327 -0.0106
C 1.46964 -3.49434 2.91879 -0.1901 0.0892 -0.4243
C 2.79577 -1.77494 1.82406 0.0061 -0.0654 0.1599
C 3.33360 -7.25705 1.50749 0.4094 0.1799 -0.1602
C -1.83249 0.59409 0.29002 -0.2981 0.3350 0.2471
C 4.25209 -6.27267 1.11034 0.1352 -0.7128 0.3620
C -0.14884 5.37327 1.50197 -0.1981 -0.1900 -0.1427
C -3.01661 -2.85045 3.32928 0.1466 0.0113 -0.0706
C 6.78974 2.23307 8.96869 -0.1882 0.0916 0.1341
C 2.12373 -4.46850 2.18558 -0.1753 0.2038 0.5011
C 4.65892 -4.58254 -0.58609 0.0698 0.0173 0.0265
C 3.30004 -0.32017 4.66559 -0.1879 -0.1043 -0.5006
C 5.15947 -8.60377 2.35688 -0.0547 0.2090 -0.0499
C -1.58524 3.09160 0.73186 -0.3297 0.4488 -0.1941
C -2.14261 -3.85776 1.31256 0.0338 0.1490 0.0456
C 3.99523 2.31538 8.83640 0.2804 0.1841 -0.2533
C 1.93850 -0.12097 4.28679 0.2925 0.9536 0.1724
C 6.16196 2.48583 7.74679 -0.2990 -0.1768 0.1773
C 4.76231 2.50704 7.67613 0.3542 -0.2714 0.3996
C -2.25560 4.22171 1.21701 0.1712 -0.0238 0.1618
C 2.07153 2.12932 5.27028 0.1569 -0.1918 0.1594
C 6.07705 -7.61667 1.96444 -0.3028 -0.1722 -0.1716
C 4.44747 4.08568 5.83431 0.0998 0.0455 0.1051
C -1.48921 -2.66664 0.99496 0.1004 -0.0674 0.2252
C 3.10159 -4.10243 1.23280 0.3665 -0.3147 -0.1357
C -1.54678 5.35119 1.62305 0.2146 -0.2682 -0.1412
C 3.79144 -8.43048 2.10842 0.2988 0.2500 0.0129
H 2.27470 -7.08825 1.31558 0.3142 -0.2709 -0.0111
H 6.33820 -5.73114 0.92344 -0.2227 -0.3587 0.3122
H 4.08495 -2.43427 0.24218 -0.3456 0.0107 0.5219
H 7.14304 -7.71281 2.18558 -0.3777 -0.1369 -0.1466
H -2.06107 -4.70904 0.63562 -0.0526 0.1956 0.2008
H 1.88175 -5.51581 2.34778 0.0679 0.4651 0.0353
H 3.06726 -9.19438 2.39166 0.2691 0.1472 -0.0436
H 0.30824 1.28215 4.38436 0.1731 0.0867 -0.0880
H 0.70015 -3.76381 3.64299 0.1216 -0.0670 -0.2501
H 5.58425 -4.11561 -0.21897 -0.1285 0.0591 -0.2502
H 3.06826 -0.72963 1.70391 -0.1892 -0.1698 -0.0632
H 5.39673 3.98819 5.28475 -0.2314 0.1687 -0.0961
H -2.38498 -0.19873 -0.20302 -0.0124 0.1777 -0.0141
H 3.64888 4.39157 5.15121 0.2341 0.0028 0.0772
H 6.74029 2.65481 6.83642 -0.0951 -0.0960 0.2882
H -3.36192 -4.89915 2.75393 0.0131 0.1777 -0.0824
H 2.90909 2.36040 8.74343 0.2853 -0.0140 0.1181
H -0.90612 -2.58008 0.08025 -0.0438 0.0038 0.1968
H 4.92471 -5.43375 -1.22100 -0.1015 0.1556 0.1945
H 5.04364 0.49640 5.63148 -0.4235 -0.0670 0.0584
H 0.31471 2.28969 0.11530 -0.1246 0.1617 0.1121
H 5.51173 -9.50904 2.85233 -0.0999 0.2707 -0.1159
H 0.41241 6.24974 1.82141 -0.0951 -0.1365 -0.0909
H 7.88064 2.15811 9.00301 -0.4083 0.0944 0.0781
H 4.58472 4.84801 6.61075 -0.1282 -0.0982 -0.2276
H 3.78371 -1.27176 4.43257 -0.1336 0.3191 0.0029
H 1.62508 3.10977 5.45513 0.0387 -0.4165 0.0463
H 4.10054 -3.85686 -1.18620 0.1385 -0.2507 0.0966
H 1.59630 4.29243 0.79458 -0.1801 0.0924 0.0716
H 4.01727 2.07475 10.97153 0.2619 -0.0440 -0.2649
H -2.48761 -0.78059 3.64199 0.0652 -0.0875 -0.1098
H 6.52071 1.93341 11.09724 -0.1821 0.0542 -0.3419
H -3.60760 -2.90491 4.24227 0.0694 -0.0602 -0.2323
H -3.34452 4.18928 1.27879 0.3110 -0.0375 -0.0226
H 0.18338 -1.35095 3.97913 0.0150 0.3214 -0.3655
H -2.09551 6.20688 2.01761 0.2489 -0.1490 -0.0624

85
Properties=species:S:1:pos:R:3:forces:R:3 method="wB97M-V/def2-TZVPD" e_tot_ev=-189190.9736 multiplicity=2 total_charge=-2 gap_ev="5.16 / 5.55" e_homo_ha="-0.055 / -0.069" largest_force_ha_per_bohr=0.0168
Ru -0.86298 -0.09567 0.00879 0.2468 -0.4065 -0.4209
As -2.87562 2.40887 1.39643 -0.1302 -0.0558 0.2256
S -2.98738 -0.04962 -1.06325 -0.2051 0.2170 0.0153
S -4.97320 2.46564 1.55230 0.0013 0.1129 -0.0809
S -2.13037 1.78868 -0.70651 -0.1042 -0.2687 0.4071
S -1.65310 4.09083 1.76454 -0.0140 0.0118 0.0066
S 4.24871 1.23913 3.17480 -0.0674 0.0600 -0.0313
S -2.17435 -1.11496 -5.40796 0.1610 0.1527 -0.1396
S 0.80342 -2.70819 2.26135 -0.1069 -0.0442 0.0873
O -0.10602 0.21456 -1.88704 0.2015 0.1465 -0.8276
O 4.46307 1.95639 4.40577 -0.1508 -0.0821 -0.0130
O 1.33915 -1.11771 -3.00683 -0.1693 0.2562 0.2045
O -2.10784 -0.47343 -6.69787 0.1217 0.0046 0.0756
O -1.02789 -0.02261 2.28121 0.0956 0.3099 -0.2083
O 5.25245 1.28371 2.14552 -0.1832 -0.0968 -0.0038
O -3.33248 -1.88811 -5.05456 0.0337 -0.0022 0.1405
O 0.78676 0.59631 1.21487 0.0706 -0.0910 0.0879
N 2.85112 1.73558 2.54111 0.4781 0.0206 -0.1401
N -1.96073 0.00269 -4.27070 -0.3263 -0.5280 -0.0758
N -0.31511 -2.49627 -0.73856 -0.0884 0.1012 0.8502
N -2.32182 -2.43297 1.29021 -0.1395 -0.2907 0.2276
C 1.70752 2.18612 3.32924 -0.1649 -0.1101 0.1531
C 0.59518 -0.12925 -2.88645 0.0463 -0.1472 -0.2004
C -0.65070 -3.73333 2.65526 0.0522 -0.0055 -0.0587
C -2.54876 -3.24763 0.13483 0.2109 -0.0377 -0.0942
C 1.45256 -3.48606 0.76244 -0.0556 -0.1029 0.0836
C 3.28430 -4.60364 4.46975 -0.0177 -0.0265 0.0087
C 0.36199 -3.99694 -4.19529 -0.0175 0.0325 -0.0281
C 0.66807 1.09529 3.57037 -0.0610 0.0026 -0.0681
C 0.10557 0.52132 2.28370 -0.1544 -0.1593 0.1418
C 3.26887 -2.17046 5.10371 -0.0055 -0.1473 -0.0661
C 1.08469 -2.85797 -0.57857 0.1067 -0.0113 -0.2289
C 4.45887 -1.45739 2.70496 0.0163 -0.0710 -0.2050
C 4.24744 -2.79417 3.00972 -0.0058 -0.0329 0.0984
C 0.42880 0.81654 -4.09509 -0.0329 -0.0849 0.2097
C 2.75561 -4.55959 -4.72649 0.0035 -0.0165 0.0299
C -1.22865 -3.62045 -0.55948 -0.0771 -0.0682 -0.0957
C 1.44168 -2.81421 -5.97299 0.0683 -0.0483 0.0447
C -1.04626 1.13041 -4.38623 0.2342 0.0581 -0.0765
C 0.31464 -2.02837 -6.13821 0.0133 0.1230 -0.2130
C 3.62926 -3.16841 4.19889 0.0686 0.0884 -0.0353
C 1.49084 -3.79047 -4.98604 -0.0764 0.0122 0.0266
C 4.05731 -0.48348 3.59916 0.0463 0.2466 0.0312
C -0.77859 -2.21937 -5.31668 -0.2366 0.0828 0.0645
C 3.47967 -0.83753 4.80911 -0.0257 0.1689 0.1265
C -2.02084 -3.05617 2.54485 -0.0599 -0.0357 -0.0171
C -0.77001 -3.21551 -4.35229 -0.0713 -0.0433 0.1579
H 1.23408 3.00000 2.77841 0.0072 0.0089 -0.0003
H 2.54257 -5.58809 -4.42792 0.0176 0.0230 -0.0036
H 2.78915 -2.44324 6.03733 0.0167 -0.0076 -0.0030
H -1.45821 -4.11101 -1.51576 -0.0183 0.0006 -0.0373
H -3.00063 -1.69721 1.38144 0.0654 0.2542 -0.0170
H -0.53377 -4.05259 3.69401 -0.0113 -0.0109 0.0225
H 0.38430 -4.76021 -3.42520 -0.0099 0.0019 0.0136
H -0.72771 -4.38198 0.04158 -0.0327 0.0902 -0.0767
H -1.41189 1.87829 -3.68576 0.0000 -0.0246 0.0803
H -2.26295 -0.28451 -3.32753 0.0793 0.3014 -0.0894
H 2.23142 -4.76974 4.22096 0.0493 -0.0081 -0.0158
H 1.18995 -4.54759 0.80136 0.0085 0.0461 0.0219
H 1.40289 -3.58416 -1.34673 0.0414 0.0460 -0.0659
H -2.06855 -2.27519 3.30099 -0.0168 0.0702 0.0547
H -1.15072 1.53672 -5.39448 -0.0200 0.0089 0.0437
H -2.75985 -3.83827 2.82218 0.0046 0.0156 0.0288
H 2.54074 -3.44337 0.85554 -0.0304 0.0122 -0.0240
H -1.64464 -3.35177 -3.71718 0.1666 -0.0045 -0.1411
H -0.60388 -4.64247 2.05107 0.0266 0.0615 0.0124
H 3.31462 -4.08452 -3.91543 -0.0164 -0.0166 -0.0191
H -0.16815 1.50903 4.13610 -0.0125 0.0006 -0.0245
H 4.54672 -3.55812 2.29910 -0.0125 0.0220 0.0381
H 0.93708 1.75570 -3.85522 -0.0293 0.0012 -0.0144
H 1.07883 0.26539 4.15384 0.0260 -0.0009 -0.0316
H 0.93559 0.38124 -4.95818 -0.0768 -0.0550 0.0523
H 3.88606 -5.27981 3.86063 -0.0198 0.0091 0.0140
H 4.92376 -1.16032 1.77198 -0.0217 -0.0297 0.0609
H 3.42903 -4.86078 5.52058 -0.0015 0.0013 -0.0052
H 0.27804 -1.25578 -6.89811 -0.0043 -0.0458 0.0623
H 2.07989 2.58582 4.27159 0.0207 0.0000 -0.0210
H -3.17698 -2.68700 -0.55805 0.0275 0.0315 -0.0173
H 1.66749 -1.95899 -0.74890 0.0192 0.0852 -0.0068
H 3.19759 -0.06157 5.51234 0.0239 -0.0434 -0.0471
H -0.45027 -2.03544 -1.62800 0.1649 -0.0301 -0.1575
H 2.31060 -2.64324 -6.59975 -0.0164 -0.0118 0.0110
H 2.56457 1.28623 1.66695 0.0670 0.0272 0.1225
H -3.08521 -4.18751 0.36653 0.0027 -0.0169 -0.0109
H 3.39816 -4.57976 -5.60823 -0.0137 -0.0066 0.0143

60
Properties=species:S:1:pos:R:3:forces:R:3 method="wB97M-V/def2-TZVPD" e_tot_ev=-36657.8410 total_charge=0 gap_ev=8.78 e_homo_ha=-0.299 smiles="COc1cccc(CN2CCC(C(=O)N3CCN(c4ccccc4F)CC3)CC2)c1" largest_force_ha_per_bohr=0.0088
F 1.38090 3.00545 -5.76113 -0.1775 0.0770 0.1420
O 3.27421 -3.58742 5.84108 -0.2533 0.0220 -0.2670
O 0.05444 -1.82695 -1.76704 -0.0251 -0.3512 -0.0219
N -1.43986 -1.86656 2.78195 -0.0673 -0.1133 0.0864
N -0.31421 2.44503 -3.61788 0.2394 -0.0353 0.1931
N 0.23083 0.40688 -1.74316 0.2606 0.2240 -0.2766
C -0.63865 -0.67239 2.60703 0.2171 0.1390 -0.0482
C -2.38956 -2.01034 1.69743 -0.0651 -0.0521 -0.2243
C -1.74873 -2.00707 0.30583 -0.0845 0.1685 0.1625
C -0.98442 2.43843 -2.33807 0.2193 0.0759 0.2552
C 1.34442 -3.29632 4.55928 0.0403 -0.0142 0.0688
C -0.03083 4.69567 -6.54376 0.0395 -0.1348 0.0809
C 0.07742 -0.59575 1.25078 -0.2789 0.1219 0.1939
C 3.95401 -3.54091 7.07065 0.1044 0.0140 0.2052
C -0.65637 -3.05999 3.05667 -0.0729 0.0288 -0.0362
C -0.19839 -0.76943 -1.21963 -0.2033 0.1065 0.2955
C -2.03793 5.22699 -5.36944 -0.0486 0.1381 -0.0934
C -1.17319 5.46857 -6.42099 -0.0474 0.0018 0.0446
C 1.22874 -2.77993 6.90436 0.3975 -0.0815 0.1055
C -0.10330 -2.43068 6.73869 -0.1391 -0.0121 -0.1117
C -0.71209 -2.51760 5.50414 -0.0616 0.0128 0.0874
C -0.00389 1.09831 -4.06496 0.2046 -0.2631 -0.0152
C -0.94145 -0.72175 0.11031 0.1357 -0.4172 -0.1110
C -1.77834 4.22103 -4.45704 0.0854 -0.1741 -0.0018
C -0.63623 3.41982 -4.55233 -0.0362 0.2415 -0.2463
C 0.01505 -2.95472 4.40040 0.1920 -0.0759 0.0828
C 0.88934 0.40999 -3.03501 -0.0358 -0.2715 -0.3559
C -0.07537 1.74693 -1.31066 -0.3642 0.2383 0.0783
C 0.22558 3.70638 -5.61995 0.0010 0.0213 -0.1230
C 1.96116 -3.21799 5.80884 -0.0665 0.0055 -0.0097
H 3.99141 -2.52281 7.47257 -0.0151 -0.0474 -0.0071
H -1.94825 1.90386 -2.38206 -0.0097 0.0650 0.0342
H 1.83908 0.94741 -2.95196 -0.0290 -0.0048 -0.0410
H 0.86470 2.30803 -1.24479 -0.1073 0.0121 0.0467
H 1.93624 -3.63611 3.72281 0.0663 -0.0335 -0.1429
H -2.52353 -2.08034 -0.45920 0.0076 -0.0730 -0.0389
H 0.50369 1.12375 -5.02569 -0.0537 0.0277 0.0400
H -1.37846 6.24898 -7.13611 -0.0157 0.0755 -0.0710
H -1.15792 3.46631 -2.01584 -0.0375 -0.0457 -0.0140
H -1.08700 -2.86550 0.18783 -0.0166 -0.0052 -0.0660
H 0.80062 -1.40894 1.16824 0.0816 -0.0100 -0.0667
H -0.66679 -2.09103 7.59560 -0.0463 0.0251 0.0659
H -0.93261 0.51445 -4.17665 0.0570 -0.0003 -0.0169
H 0.62699 0.34489 1.18100 0.0804 0.0103 0.0067
H -1.63459 0.12507 0.13860 0.0382 0.0203 0.0161
H 0.09897 -3.27614 2.28563 -0.0315 -0.0746 0.0437
H -0.55088 1.75548 -0.33288 0.0386 -0.0328 -0.0105
H -3.09067 -1.17046 1.77156 -0.0703 -0.0503 -0.0243
H -2.48661 4.04399 -3.66327 -0.0375 -0.0554 0.0946
H 1.07529 -0.62550 -3.32146 0.0184 0.1599 0.0263
H 4.96704 -3.88128 6.86095 -0.0616 0.0324 0.0671
H -1.74659 -2.24262 5.37400 -0.1164 0.0576 -0.0074
H 0.09160 -0.62747 3.41790 -0.0532 0.1112 -0.0058
H -2.93390 5.81939 -5.25985 -0.0737 0.0480 0.0134
H 1.67640 -2.70544 7.88284 0.0788 -0.0015 0.0649
H -1.35326 -3.90478 3.08210 0.0618 0.0161 -0.0936
H -1.31138 0.18741 2.70571 0.0712 0.0519 0.0263
H 3.49559 -4.20622 7.80986 0.0113 0.0408 -0.0246
H -2.95418 -2.93313 1.84896 -0.0436 0.0515 0.0080
H 0.67827 4.85934 -7.34003 0.0979 -0.0117 -0.0632

21
Properties=species:S:1:pos:R:3:forces:R:3 method="wB97M-V/def2-TZVPD" e_tot_ev=-84159.0753 total_charge=-2 gap_ev="4.43 / 4.43" e_homo_ha="0.042 / 0.042" largest_force_ha_per_bohr=0.0696
Hg 0.27478 -1.72535 0.92407 -0.4553 -2.0533 -2.8961
Br -0.16072 -1.31487 3.24374 0.0353 0.1250 1.7308
N 0.59986 -2.17779 -1.03759 0.5111 1.8616 0.7659
C 2.43296 0.19280 -1.60822 -0.9483 -0.3285 1.2502
C -2.41182 -0.04465 0.90559 0.1513 0.5870 -0.5765
C -2.34686 -0.32967 -0.49956 0.1776 1.3379 0.1486
C 2.07105 0.11899 -0.31913 2.2416 1.2636 -1.4867
C -1.45663 0.63649 -1.08960 -0.5873 0.4204 0.7751
C 2.21657 0.35424 0.97452 0.2185 0.1762 -0.1553
C -1.55579 1.07821 1.18874 -0.5915 -0.1150 -0.9803
C -0.98235 1.51882 -0.04536 -0.7665 -0.7531 -0.4423
H 2.73943 -0.36155 1.61639 -0.2164 0.1114 -0.2448
H -1.26475 0.76807 -2.17118 0.0886 -0.3026 0.7806
H -1.47059 1.58182 2.15599 0.1561 -0.3199 -0.2736
H 1.86078 -0.28146 -2.40498 0.0433 0.0707 0.4511
H -3.07199 -0.53355 1.63591 0.4859 0.0757 -0.3182
H 1.86076 1.26723 1.46821 -0.3343 -0.5607 -0.3426
H 3.34383 0.74579 -1.87089 -0.2590 -0.1389 0.2805
H -0.33830 2.40375 -0.20840 -0.2848 -0.6666 0.2022
H -2.96757 -1.05321 -1.06283 0.6752 0.3184 0.5189
H 0.62736 -2.84411 -1.79541 -0.3413 -1.1093 0.8123